1.
The following is a quantum chemistry calculation of C12H30InN2O4 as an isolated structure at a distorted geometry, from the OMol25 dataset.

Atoms and positions in Å:
In -2.622 -1.526 0.642
C -4.210 0.054 -3.928
O -2.834 0.280 -3.622
C -2.079 0.457 -4.780
C -0.787 1.225 -4.419
N 0.194 0.319 -3.734
C 1.368 1.214 -3.401
C 2.310 1.481 -4.578
O 3.573 2.050 -4.145
C 4.570 1.182 -3.602
H -4.660 0.981 -4.283
H -4.718 -0.177 -2.992
H -4.475 -0.791 -4.564
H -2.588 1.001 -5.576
H -1.968 -0.554 -5.172
H -1.021 2.151 -3.894
H -0.349 1.405 -5.400
H 0.488 -0.345 -4.436
H 1.988 0.723 -2.651
H 1.073 2.138 -2.904
H 1.840 2.331 -5.072
H 2.566 0.647 -5.233
H 4.911 0.415 -4.297
H 4.220 0.796 -2.645
H 5.530 1.653 -3.394
C 1.994 -2.745 1.455
O 1.445 -1.594 2.063
C 2.273 -1.248 3.158
C 1.549 -0.161 3.939
N 0.270 -0.561 4.423
C -0.327 0.378 5.323
C -1.724 -0.088 5.732
O -2.637 -0.329 4.634
C -4.062 -0.339 4.952
H 1.855 -3.697 1.967
H 3.043 -2.689 1.163
H 1.578 -2.876 0.456
H 3.259 -0.957 2.797
H 2.298 -2.093 3.846
H 1.558 0.767 3.368
H 2.175 0.121 4.786
H 0.418 -1.347 5.038
H -0.374 1.387 4.913
H 0.239 0.496 6.247
H -2.217 0.555 6.462
H -1.673 -1.059 6.224
H -4.337 0.533 5.546
H -4.334 -1.183 5.587
H -4.590 -0.382 4.000

The value obtained for the energy above the lowest of the compared OMol25 structures with the same formula, charge and spin is 81.1 kcal/mol. For the lowest unoccupied orbital energy, the calculation gives -0.548 Ha. Its net charge is +3.


2.
The following is a quantum chemistry calculation of C16H24AsBBrN4O3SZr as an isolated structure at a distorted geometry, from the OMol25 dataset.

Atoms and positions in Å:
Zr 0.339 0.664 0.017
O 1.919 0.468 1.523
N 2.313 1.513 2.252
C 3.579 1.505 2.715
C 4.038 2.520 3.507
C 3.170 3.566 3.827
C 1.887 3.555 3.339
C 1.432 2.511 2.523
S -0.155 2.424 1.875
H 4.159 0.653 2.398
H 5.058 2.499 3.861
H 3.509 4.384 4.448
H 1.193 4.353 3.559
B 3.477 1.462 -2.883
C 2.516 1.990 -1.758
N 1.790 2.200 -0.877
H 3.957 2.363 -3.516
H 4.315 0.799 -2.302
H 2.759 0.758 -3.575
C -1.489 -3.051 0.469
As -0.155 -1.910 1.297
C -0.955 -1.494 3.013
C 1.241 -3.175 1.787
H -1.796 -3.865 1.124
H -1.076 -3.449 -0.456
H -2.347 -2.425 0.229
H -1.314 -2.390 3.517
H -1.782 -0.807 2.839
H -0.211 -0.993 3.630
H 0.865 -3.933 2.473
H 2.049 -2.622 2.264
H 1.620 -3.669 0.892
Br -6.862 -1.161 -0.996
C -5.353 -0.483 -1.934
C -5.446 -0.293 -3.306
C -4.332 0.200 -3.981
C -3.162 0.488 -3.308
C -3.081 0.288 -1.920
C -4.204 -0.202 -1.230
C -1.870 0.555 -1.210
O -0.753 0.932 -1.769
O -1.728 0.339 0.077
H -6.362 -0.522 -3.831
H -4.390 0.359 -5.051
H -2.298 0.874 -3.831
H -4.153 -0.348 -0.160
N 1.628 -0.818 -1.366
N 0.712 -1.655 -2.092
H 2.294 -0.350 -1.987
H 2.159 -1.413 -0.737
H 1.219 -2.173 -2.804
H 0.077 -1.023 -2.574

The value obtained for the energy above the lowest of the compared OMol25 structures with the same formula, charge and spin is 14.2 kcal/mol. For the lowest unoccupied orbital energy (alpha / beta), the calculation gives -0.002 / -0.001 Ha. The expectation value of S² is 0.773. Its spin multiplicity is 2.


3.
The following is a quantum chemistry calculation of a 5-piece molecular cluster, C27H53FNO16P overall at a distorted geometry, from the OMol25 dataset.

Atoms and positions in Å:
C -2.339 3.213 -5.036
C -2.462 1.625 -5.287
C -3.009 0.943 -3.936
C -1.947 -0.037 -3.199
N -1.149 -0.889 -4.117
C 0.301 -0.647 -4.071
C 0.884 0.848 -4.057
C 1.252 1.391 -2.565
F 2.654 1.269 -2.258
O 1.111 -1.348 -3.067
C 2.459 -1.530 -3.581
O 3.539 -1.479 -2.983
O 2.233 -1.730 -4.988
C 0.812 -1.537 -5.346
C 0.303 -3.061 -5.475
O 1.213 -4.055 -4.957
C 1.810 -4.856 -6.001
P 0.959 -0.464 -6.907
C 0.007 -1.166 -8.380
C -1.497 -1.637 -8.066
C 2.787 -0.405 -7.497
C 2.826 0.322 -8.937
H -3.395 3.661 -4.904
H -1.686 3.424 -4.121
H -1.867 3.748 -5.941
H -3.279 1.450 -6.090
H -1.511 1.149 -5.715
H -4.024 0.420 -4.100
H -3.229 1.800 -3.191
H -2.597 -0.759 -2.565
H -1.349 0.577 -2.448
H -1.525 -0.936 -5.070
H 1.872 0.968 -4.649
H 0.167 1.628 -4.490
H 0.972 2.489 -2.434
H 0.677 0.805 -1.752
H -0.725 -3.273 -5.030
H 0.204 -3.275 -6.611
H 2.757 -5.333 -5.536
H 2.169 -4.236 -6.890
H 1.136 -5.742 -6.289
H -0.077 -0.306 -9.151
H 0.661 -1.963 -8.887
H -2.245 -0.858 -8.466
H -1.685 -2.582 -8.709
H -1.701 -1.931 -6.984
H 3.484 0.068 -6.732
H 3.068 -1.510 -7.687
H 2.285 -0.269 -9.761
H 3.910 0.453 -9.315
H 2.347 1.372 -8.882
C -2.523 -0.752 3.748
O -2.353 -0.525 2.349
C -1.288 -1.146 1.814
O -0.505 -1.848 2.407
O -1.247 -0.848 0.505
C -0.156 -1.445 -0.200
H -3.411 -0.204 4.069
H -2.682 -1.814 3.949
H -1.664 -0.376 4.307
H -0.220 -2.534 -0.157
H 0.798 -1.097 0.201
H -0.224 -1.137 -1.242
C 1.558 -1.459 4.770
O 1.541 -0.327 5.641
C 1.869 -0.605 6.914
O 2.163 -1.692 7.350
O 1.813 0.539 7.618
C 2.141 0.393 8.999
H 1.279 -1.119 3.774
H 2.561 -1.891 4.719
H 0.832 -2.207 5.095
H 3.166 0.035 9.116
H 1.437 -0.282 9.492
H 2.063 1.374 9.468
C -8.831 1.049 4.327
O -8.279 1.591 3.128
C -6.959 1.382 2.986
O -6.246 0.797 3.765
O -6.573 1.939 1.827
C -5.182 1.793 1.545
H -9.898 1.275 4.335
H -8.709 -0.037 4.351
H -8.373 1.509 5.205
H -4.915 0.737 1.459
H -4.579 2.283 2.313
H -4.981 2.277 0.589
C 7.143 0.557 11.481
O 5.834 1.121 11.419
C 5.753 2.381 11.882
O 6.667 3.034 12.322
O 4.475 2.789 11.768
C 4.242 4.120 12.226
H 7.088 -0.457 11.084
H 7.839 1.132 10.866
H 7.492 0.505 12.514
H 4.823 4.836 11.640
H 4.477 4.208 13.289
H 3.183 4.339 12.087

The value obtained for the energy above the lowest of the compared OMol25 structures with the same formula, charge and spin is 104.4 kcal/mol. For the lowest unoccupied orbital energy, the calculation gives 0.018 Ha. As for the SMILES: CCCCN[C@@]1(CCF)OC(=O)O[C@]1(COC)P(CC)CC.COC(=O)OC.COC(=O)OC.COC(=O)OC.COC(=O)OC.


4.
The following is a quantum chemistry calculation of C23H43Cl3ErN3O4Si as an isolated structure at a distorted geometry, from the OMol25 dataset.

Atoms and positions in Å:
C -2.329 -0.298 -5.010
C -1.479 -1.013 -3.984
H -2.431 -0.876 -5.909
H -1.897 0.668 -5.330
H -3.351 -0.153 -4.637
C -0.469 -1.811 -4.301
C -0.602 -2.513 -5.586
H 0.624 -1.803 -3.835
H -0.076 -1.917 -6.347
H -1.645 -2.728 -5.895
H -0.188 -3.533 -5.585
Er 0.714 1.178 2.303
Cl 1.605 3.318 1.181
C -0.519 -1.803 3.066
O 0.404 -0.984 2.751
N -0.338 -3.024 3.523
C 1.002 -3.635 3.470
C -1.510 -3.850 3.944
H -1.580 -1.481 2.980
H 1.767 -2.837 3.558
H 1.088 -4.189 2.522
H 1.073 -4.369 4.266
H -2.396 -3.187 4.076
H -1.269 -4.380 4.858
H -1.742 -4.634 3.189
H 1.441 4.777 6.645
H -0.979 5.186 6.410
C 1.515 4.263 5.681
C -0.849 4.877 5.364
N 0.149 3.808 5.362
H 2.244 3.448 5.730
C 0.004 2.652 4.712
O 1.022 1.946 4.365
H -1.786 4.565 4.882
H -1.002 2.267 4.487
H 1.806 5.046 4.935
H -0.398 5.743 4.842
H 2.432 0.750 -2.104
H 2.791 -1.670 -2.609
C 3.288 0.629 -1.400
C 3.478 -1.762 -1.760
N 3.224 -0.688 -0.804
H 3.261 1.431 -0.660
C 2.920 -0.929 0.495
O 2.595 -0.081 1.357
H 3.347 -2.728 -1.276
H 2.974 -2.014 0.672
H 4.200 0.723 -2.018
H 4.501 -1.690 -2.177
O -0.777 0.519 -2.736
C -1.736 -0.543 -2.585
C -0.032 -1.969 -1.286
C -1.386 -1.584 -1.449
H 0.701 -1.264 -1.602
C 0.327 -3.096 -0.606
H -2.788 -0.192 -2.510
C -2.331 -2.223 -0.670
H 1.375 -3.349 -0.568
C -0.670 -3.822 -0.010
C -1.964 -3.316 0.112
H -3.361 -1.837 -0.698
H -0.463 -4.807 0.395
H -2.663 -3.805 0.768
Si -0.585 2.166 -2.189
Cl -0.245 0.539 0.069
C 1.151 3.045 -2.301
C -1.456 3.245 -0.819
C -1.698 2.466 -3.689
H 1.870 2.442 -2.871
H 1.568 3.235 -1.279
H 1.117 4.059 -2.815
H -1.131 2.002 -4.519
H -1.966 3.472 -4.008
H -2.630 1.902 -3.510
H -2.297 2.736 -0.302
H -1.876 4.177 -1.264
H -0.743 3.550 -0.020
Cl -1.941 1.563 2.564

For the lowest unoccupied orbital energy (alpha / beta), the calculation gives 0.008 / 0.008 Ha. The expectation value of S² is 3.752. Its spin multiplicity is 4.


5.
The following is a quantum chemistry calculation of C20H52CuO20S6 as an isolated structure at a distorted geometry, from the OMol25 dataset.

Atoms and positions in Å:
Cu 1.782 -8.840 24.644
O 2.829 -9.826 26.297
C 2.245 -9.381 27.434
C 1.553 -7.945 27.427
O 1.114 -7.424 26.240
H 2.787 -9.577 28.373
H 1.399 -10.072 27.617
H 2.185 -7.284 28.035
H 0.634 -8.179 28.000
O 6.455 -14.243 28.851
S 6.814 -13.363 29.938
O 7.924 -12.483 29.685
O 5.499 -12.533 30.364
C 4.240 -13.163 30.183
C 3.236 -12.141 30.747
C 7.035 -14.398 31.432
H 4.073 -14.101 30.723
H 3.974 -13.430 29.162
H 2.179 -12.378 30.626
H 3.498 -11.206 30.246
H 3.333 -11.936 31.815
H 6.779 -13.917 32.371
H 7.975 -14.931 31.322
H 6.284 -15.190 31.343
O 1.031 -2.583 31.283
S 1.711 -3.397 30.323
O 2.768 -2.825 29.536
O 2.348 -4.637 31.156
C 3.162 -5.523 30.410
C 2.859 -6.976 30.825
C 0.586 -4.323 29.221
H 4.233 -5.369 30.521
H 2.900 -5.490 29.352
H 3.438 -7.195 31.724
H 3.166 -7.685 30.061
H 1.807 -7.154 31.046
H 0.021 -3.473 28.845
H 0.024 -4.951 29.903
H 1.163 -4.802 28.441
O -0.157 -9.953 24.770
S -1.305 -10.693 25.216
O -2.544 -10.419 24.562
O -0.944 -12.275 25.016
C -1.945 -13.163 25.546
C -1.401 -14.551 25.651
C -1.452 -10.496 27.035
H -2.867 -13.054 24.965
H -2.288 -12.821 26.531
H -2.167 -15.317 25.735
H -0.741 -14.611 26.518
H -0.765 -14.746 24.785
H -0.676 -11.162 27.415
H -2.455 -10.727 27.370
H -1.122 -9.485 27.269
O -1.527 -3.715 24.473
S -0.753 -3.281 25.609
O -0.529 -1.861 25.804
O -1.233 -3.992 26.966
C -1.810 -5.316 26.926
C -3.249 -5.243 26.413
C 0.932 -3.974 25.523
H -1.926 -5.718 27.932
H -1.138 -5.994 26.397
H -3.363 -4.985 25.363
H -3.813 -4.518 27.000
H -3.793 -6.186 26.532
H 1.284 -3.817 24.510
H 0.898 -4.982 25.937
H 1.451 -3.310 26.214
O 9.287 -10.809 31.906
S 8.692 -9.803 32.764
O 9.493 -8.824 33.438
O 7.522 -8.993 31.995
C 6.659 -9.617 31.022
C 5.906 -8.554 30.251
C 7.722 -10.622 34.057
H 6.053 -10.356 31.550
H 7.259 -10.236 30.351
H 6.329 -8.320 29.276
H 5.718 -7.640 30.811
H 4.913 -8.939 30.008
H 7.192 -9.829 34.575
H 8.356 -11.235 34.689
H 7.009 -11.287 33.566
O -0.900 -7.788 21.046
S -0.269 -7.324 22.240
O 0.686 -8.109 22.963
O 0.386 -5.885 21.996
C -0.440 -4.864 21.408
C 0.418 -3.843 20.683
C -1.504 -6.901 23.454
H -0.932 -4.344 22.232
H -1.261 -5.161 20.753
H -0.174 -2.999 20.332
H 0.864 -4.303 19.801
H 1.153 -3.462 21.391
H -2.219 -6.142 23.157
H -0.896 -6.535 24.286
H -1.954 -7.800 23.875

The value obtained for the energy above the lowest of the compared OMol25 structures with the same formula, charge and spin is 11.6 kcal/mol. For the lowest unoccupied orbital energy (alpha / beta), the calculation gives -0.012 / -0.083 Ha. The expectation value of S² is 0.758. Its spin multiplicity is 2.


Ordered E results: -1074.45213; -6348.77896; -2760.23415; -4052.72687; -6327.37213; unit a.u..